Record 1
The following is a quantum chemistry calculation of a molecular structure, CHCaO3 in a non-equilibrium geometry, from the Open Molecules 2025 dataset.

Geometry as ORCA input:
```
! wB97M-V def2-TZVPD RIJCOSX def2/J DEFGRID3
* xyz 0 2
Ca 1.762 -0.454 0.020
O -2.094 0.295 0.050
O -0.424 -1.238 0.084
O 0.097 0.856 -0.039
C -0.900 0.074 0.015
H -1.124 -1.893 0.184
*
```

Summary:
Highest occupied orbital energy (spin up / spin down) (eV): -5.57 / -10.41
Expectation value of S²: 0.750


Record 2
The following is a quantum chemistry calculation of a molecular structure, C2H7N3S in a non-equilibrium geometry, from the Open Molecules 2025 dataset.

Geometry as ORCA input:
```
! wB97M-V def2-TZVPD RIJCOSX def2/J DEFGRID3
* xyz 0 1
S -1.504 2.522 1.276
N -0.521 -1.250 -1.196
N 0.281 -0.366 -0.402
N -1.136 1.103 0.302
C 1.593 -1.016 -0.111
C 0.051 0.731 0.289
H 1.150 -2.250 -0.034
H 0.906 1.559 0.490
H 2.501 -0.946 -1.034
H -2.931 2.309 1.733
H -1.403 -1.516 -0.746
H -1.081 -0.447 -1.600
H 2.095 -0.434 1.031
*
```

Summary:
Highest occupied orbital energy (eV): -8.02
Energy relative to the best compared isomer or geometry (same formula, charge and spin) (eV): 5.585


Record 3
The following is a quantum chemistry calculation of a molecular structure, C34H34HgN12O2, from the Open Molecules 2025 dataset.

Geometry as ORCA input:
```
! wB97M-V def2-TZVPD RIJCOSX def2/J DEFGRID3
* xyz -1 2
Hg -0.031 -0.599 0.486
O 2.667 -1.022 -0.738
O 4.449 -0.073 -1.647
N 0.035 0.095 2.529
N -4.549 3.372 -1.992
N 2.967 1.230 -0.472
N 1.757 1.386 0.192
N -0.875 2.289 -0.606
N -2.769 1.895 -2.106
N 0.890 -2.992 1.574
N -0.430 -2.357 -0.779
N -1.166 0.146 -1.475
N 0.053 1.255 -3.911
N -3.011 3.311 -0.273
N 0.054 3.531 1.656
C 0.493 -3.368 -0.771
C -1.675 -0.844 -2.243
C -1.769 4.347 3.583
C -0.419 4.296 3.874
C 0.638 0.569 4.633
C -2.790 0.494 -4.095
C -2.826 -3.131 -3.512
C -3.073 -1.896 -4.016
C 3.298 -0.015 -0.929
C -3.401 2.861 -1.446
C 1.846 -5.115 -1.839
C -2.427 1.824 -3.562
C -1.362 1.528 -1.723
C 2.722 -5.052 1.760
C -0.778 0.665 4.538
C -2.196 3.979 2.317
C 2.390 -4.317 2.862
C -1.107 0.359 3.232
C 1.176 -3.716 0.470
C 1.465 -3.267 2.716
C -0.927 1.988 -3.153
C 0.888 -4.094 -1.898
C -1.322 -2.197 -1.836
C -1.715 2.990 0.070
C 0.451 3.901 2.869
C 2.456 -5.478 -0.667
C -2.507 -0.710 -3.438
C -1.253 3.549 1.387
C -1.942 -3.280 -2.425
C -2.458 0.296 2.585
C 2.130 -4.769 0.508
C 2.509 -0.109 2.966
C 5.271 1.079 -1.767
C 1.098 0.201 3.381
H 2.979 -0.795 3.675
H -2.635 1.143 1.915
H -2.842 2.637 -4.159
H -1.473 0.915 5.329
H 3.134 0.791 2.929
H -2.484 4.647 4.338
H 3.451 -5.853 1.819
H 3.420 2.045 -0.837
H -2.569 -0.618 1.995
H 1.519 3.852 3.057
H 2.110 -5.628 -2.757
H 3.186 -6.280 -0.631
H 2.531 -0.585 1.986
H -4.687 3.237 -2.980
H 4.802 1.849 -2.386
H -3.726 -1.770 -4.875
H -3.288 -4.009 -3.951
H -1.721 -4.267 -2.042
H 6.180 0.747 -2.259
H 5.526 1.494 -0.789
H -0.664 3.050 -3.113
H 2.837 -4.516 3.830
H 0.786 0.928 -3.289
H -3.237 3.996 2.027
H -3.400 0.455 -4.991
H 1.049 1.903 -0.330
H 1.247 0.714 5.517
H 1.884 1.837 1.086
H 0.446 -3.843 -2.851
H -0.382 0.416 -4.282
H -0.043 4.534 4.861
H -4.826 4.261 -1.614
H -3.238 0.301 3.348
H 1.205 -2.622 3.555
*
```

Summary:
Highest occupied orbital energy (spin up / spin down) (eV): -3.19 / -3.31
Energy relative to the best compared isomer or geometry (same formula, charge and spin) (eV): 3.166
Expectation value of S²: 0.777


Record 4
The following is a quantum chemistry calculation of C4H8N2O2 in the gas phase in a non-equilibrium geometry, from the Open Molecules 2025 dataset.

Geometry as ORCA input:
```
! wB97M-V def2-TZVPD RIJCOSX def2/J DEFGRID3
* xyz 0 1
O -2.081 -1.780 -0.150
O -1.499 1.787 -0.227
N -0.057 -0.825 -0.470
N 0.717 0.081 -0.041
C -1.474 -0.777 -0.125
C 1.738 -0.432 0.807
C 2.007 0.338 -0.671
C -2.037 0.567 0.172
H -3.182 0.630 -0.181
H 0.277 -1.737 -1.066
H 1.709 -0.239 1.895
H 1.859 1.568 -0.568
H -0.721 2.311 0.339
H 2.561 -0.261 -1.492
H -2.063 0.332 1.249
H 2.246 -1.563 0.529
*
```

Summary:
Highest occupied orbital energy (eV): -8.68
Energy relative to the best compared isomer or geometry (same formula, charge and spin) (eV): 7.577
SMILES: O=C(CO)NN1CC1


Record 5
The following is a quantum chemistry calculation of a molecular structure, C22H21N2O5SiZn in a non-equilibrium geometry, from the Open Molecules 2025 dataset.

Geometry as ORCA input:
```
! wB97M-V def2-TZVPD RIJCOSX def2/J DEFGRID3
* xyz -1 1
Zn 0.175 0.812 0.727
Si 1.488 -1.857 1.706
O -0.783 2.382 0.532
O -0.790 4.291 -0.666
O -1.216 0.057 -1.076
O 4.392 -1.568 0.955
O 1.641 0.430 2.102
N 1.699 2.145 0.129
N 0.216 -1.191 0.707
C 2.637 0.330 1.096
C 3.720 2.825 0.657
C 2.177 4.396 -0.219
C -0.231 3.324 -0.153
C 2.106 -3.507 1.086
C -1.964 1.624 -2.691
C -4.206 2.273 -2.846
C -2.904 2.382 -3.322
C -4.521 1.519 -1.695
C 2.859 1.779 0.600
C -2.544 -1.947 -1.605
C -1.608 -1.278 -0.829
C -1.082 -3.238 0.377
C 0.706 -2.139 3.419
C -0.800 -1.885 0.153
C -2.810 -3.310 -1.247
C 3.291 -0.925 1.732
C 1.302 3.316 -0.216
C -2.215 0.914 -1.551
C -2.090 -3.954 -0.265
C 3.408 4.119 0.231
C -3.539 0.882 -1.009
H -0.613 -3.557 1.244
H 1.833 5.328 -0.653
H -2.630 2.835 -4.186
H 4.702 2.750 1.171
H 3.681 -0.699 2.733
H 1.322 -4.241 1.082
H 2.573 -3.479 0.059
H -3.626 -3.793 -1.681
H 2.202 -0.041 0.064
H -0.049 -1.373 3.671
H -3.093 -1.506 -2.394
H 0.213 -3.093 3.235
H 3.831 -2.062 0.329
H -2.245 -4.976 0.109
H -5.003 2.788 -3.331
H 4.253 4.901 0.242
H -3.640 0.297 -0.090
H 1.349 -2.336 4.274
H -5.542 1.504 -1.315
H 2.883 -3.946 1.681
H -0.914 1.699 -3.067
*
```

Summary:
Highest occupied orbital energy (eV): -4.14


Record 6
The following is a quantum chemistry calculation of C2H6ClN in the gas phase in a non-equilibrium geometry, from the Open Molecules 2025 dataset.

Geometry as ORCA input:
```
! wB97M-V def2-TZVPD RIJCOSX def2/J DEFGRID3
* xyz 0 1
Cl 1.783 0.962 0.125
N -0.633 0.429 1.273
C 0.047 0.492 -0.142
C -0.014 -0.811 -0.892
H -0.413 1.326 -0.660
H 0.877 -0.927 -1.504
H -0.880 -0.828 -1.545
H -0.069 -1.653 -0.205
H -0.508 1.316 1.741
H -0.190 -0.306 1.809
*
```

Summary:
Highest occupied orbital energy (eV): -9.71
Energy relative to the best compared isomer or geometry (same formula, charge and spin) (eV): 0.200
SMILES: C[C@@H](N)Cl


Record 7
The following is a quantum chemistry calculation of C5H8O2 in the gas phase, from the Open Molecules 2025 dataset.

Geometry as ORCA input:
```
! wB97M-V def2-TZVPD RIJCOSX def2/J DEFGRID3
* xyz 0 1
O -1.915 0.633 -1.606
O 0.182 0.973 2.248
C 1.592 -0.647 0.937
C 0.827 -1.001 -0.368
C -0.396 -0.152 0.080
C -0.845 1.028 -0.768
C 0.404 0.227 1.332
H -1.149 1.835 -0.085
H 0.006 1.392 -1.368
H 1.303 -0.613 -1.273
H 1.782 -1.477 1.625
H 2.520 -0.079 0.814
H -2.348 1.432 -1.928
H -1.281 -0.745 0.344
H 0.625 -2.065 -0.506
*
```

Summary:
Highest occupied orbital energy (eV): -9.59
Energy relative to the best compared isomer or geometry (same formula, charge and spin) (eV): 1.239
SMILES: O=C1CC[C@@H]1CO


Record 8
The following is a quantum chemistry calculation of 2 unconnected molecules or ions with the total composition C10H13O2 in a non-equilibrium geometry, from the Open Molecules 2025 dataset.

Geometry as ORCA input:
```
! wB97M-V def2-TZVPD RIJCOSX def2/J DEFGRID3
* xyz 0 2
O 0.594 1.135 2.800
O 0.533 0.274 4.771
C -1.233 -0.775 1.713
C 0.723 0.802 -0.733
C 2.409 -0.528 -1.866
C -1.534 1.188 -1.880
C -0.933 -0.736 3.211
C -0.122 0.663 -1.827
C 0.297 -0.125 -2.908
C 1.577 -0.662 -2.982
C 0.105 0.306 3.550
C 1.882 0.031 -0.707
H -2.215 0.554 -1.310
H 3.285 -1.156 -1.749
H -0.586 -1.674 3.652
H -1.724 -1.714 1.484
H 0.370 1.378 0.113
H -1.904 0.046 1.466
H -1.694 2.214 -1.538
H 1.918 -1.230 -3.835
H 2.483 0.089 0.196
H -0.301 -0.213 -3.808
H -1.761 -0.477 3.886
H -1.883 1.208 -2.914
H -0.286 -0.599 1.216
*
```

Summary:
Highest occupied orbital energy (spin up / spin down) (eV): -8.99 / -8.99
Energy relative to the best compared isomer or geometry (same formula, charge and spin) (eV): 0.314
Expectation value of S²: 0.755


Record 9
The following is a quantum chemistry calculation of C3H6N2OS in the gas phase in a non-equilibrium geometry, from the Open Molecules 2025 dataset.

Geometry as ORCA input:
```
! wB97M-V def2-TZVPD RIJCOSX def2/J DEFGRID3
* xyz 0 1
S -0.890 1.388 0.736
O -1.400 -1.139 0.579
N -0.718 -0.070 -0.117
N 1.429 -0.030 0.044
C 1.671 1.118 -0.083
C -1.077 -2.381 0.047
C 0.492 2.154 -0.133
H 0.158 2.313 -1.210
H 2.751 1.543 -0.151
H 0.624 3.119 0.391
H -1.830 -2.605 -0.640
H -1.143 -3.059 0.887
H -0.066 -2.352 -0.350
*
```

Summary:
Highest occupied orbital energy (spin up / spin down) (eV): -8.57 / -8.10
Energy relative to the best compared isomer or geometry (same formula, charge and spin) (eV): 6.617


Record 10
The following is a quantum chemistry calculation of 2 unconnected molecules or ions with the total composition C4H13N2O2 in a non-equilibrium geometry, from the Open Molecules 2025 dataset.

Geometry as ORCA input:
```
! wB97M-V def2-TZVPD RIJCOSX def2/J DEFGRID3
* xyz -1 1
O 3.666 -0.279 -0.859
O -1.676 -2.535 1.661
N 0.677 0.166 0.680
N -1.904 1.798 -0.420
C -0.480 1.812 -0.795
C 0.312 0.563 -0.722
C 0.131 -1.119 1.165
C -1.282 -1.687 0.698
H 0.310 0.876 1.307
H -0.167 -0.314 -1.160
H 0.907 -1.874 0.987
H -1.963 1.451 0.537
H 1.311 0.688 -1.241
H -0.412 2.206 -1.835
H -0.175 2.604 -0.053
H 3.292 -0.926 -1.457
H -2.127 -0.938 0.577
H 0.039 -1.235 2.263
H -1.115 -2.046 -0.374
H -2.479 1.121 -0.908
H 3.136 -0.332 -0.052
*
```

Summary:
Highest occupied orbital energy (eV): -2.50
Energy relative to the best compared isomer or geometry (same formula, charge and spin) (eV): 2.065


Record 11
The following is a quantum chemistry calculation of C3H2N2O3 in the gas phase in a non-equilibrium geometry, from the Open Molecules 2025 dataset.

Geometry as ORCA input:
```
! wB97M-V def2-TZVPD RIJCOSX def2/J DEFGRID3
* xyz 0 1
O 2.272 -1.436 -0.024
O 2.313 0.796 0.011
O -0.334 -1.404 0.041
N -1.660 -1.042 -0.017
N 1.805 -0.332 -0.023
C -0.404 0.833 -0.002
C -1.707 0.275 -0.049
C 0.385 -0.258 -0.041
H 0.017 1.886 0.045
H -2.687 0.682 0.059
*
```

Summary:
Highest occupied orbital energy (eV): -11.04
Energy relative to the best compared isomer or geometry (same formula, charge and spin) (eV): 6.083
SMILES: O=[N+]([O-])c1ccno1


Record 12
The following is a quantum chemistry calculation of 2 unconnected molecules or ions with the total composition C2H3BrO, from the Open Molecules 2025 dataset.

Geometry as ORCA input:
```
! wB97M-V def2-TZVPD RIJCOSX def2/J DEFGRID3
* xyz 0 1
Br 2.756 -0.066 -0.035
O -0.330 1.718 -0.273
C 1.308 -1.141 -0.141
C 0.393 -1.913 -0.173
H 0.500 1.411 -0.641
H -0.422 -2.573 -0.200
H -0.384 1.392 0.627
*
```

Summary:
Highest occupied orbital energy (eV): -10.34
Energy relative to the best compared isomer or geometry (same formula, charge and spin) (eV): 2.336
SMILES: C#CBr.O